The following is a DFT calculation (ωB97M-V with the def2-TZVPD basis set) of a structure of composition C17H26FO9Pb.

The geometry in ORCA input format:
```
! wB97M-V def2-TZVPD RIJCOSX def2/J DEFGRID3
* xyz -1 1
Pb -12.237 -24.142 -10.783
C -11.208 -22.071 -13.596
O -12.065 -23.116 -13.134
H -10.254 -22.197 -13.083
H -11.027 -21.934 -14.662
H -11.555 -21.078 -13.311
C -12.219 -27.788 -11.543
O -11.656 -26.620 -11.002
H -12.698 -27.764 -12.522
H -11.381 -28.481 -11.611
H -12.974 -28.212 -10.880
C -14.189 -24.582 -7.784
O -12.850 -24.349 -8.215
H -14.873 -23.741 -7.902
H -14.770 -25.275 -8.393
H -14.309 -25.017 -6.792
C -16.464 -27.987 -13.031
C -16.255 -26.544 -13.208
C -17.537 -25.722 -12.908
O -16.982 -24.602 -12.263
C -15.754 -24.743 -11.857
O -15.031 -23.959 -11.269
O -15.273 -25.985 -12.253
H -16.670 -28.305 -12.009
H -15.626 -28.639 -13.279
H -17.391 -28.302 -13.509
H -15.918 -26.275 -14.210
H -18.268 -26.383 -12.443
H -17.877 -25.337 -13.870
C -5.592 -25.424 -8.495
C -6.952 -25.930 -9.053
C -7.995 -26.282 -8.069
O -9.249 -25.908 -8.636
C -8.951 -24.873 -9.608
O -9.862 -24.116 -10.113
O -7.594 -24.883 -9.806
H -5.768 -24.542 -7.879
H -4.933 -24.962 -9.230
H -4.893 -26.083 -7.980
H -6.879 -26.619 -9.895
H -7.915 -25.660 -7.177
H -7.856 -27.355 -7.945
F -11.978 -21.402 -10.228
C -11.103 -20.581 -9.649
C -9.737 -20.484 -10.010
C -8.897 -19.568 -9.359
C -9.442 -18.805 -8.343
C -10.798 -18.931 -7.979
C -11.586 -19.774 -8.710
H -9.427 -21.132 -10.816
H -7.858 -19.415 -9.606
H -8.707 -18.149 -7.899
H -11.111 -18.248 -7.203
H -12.605 -19.893 -8.373
*
```

Output
Lowest unoccupied orbital energy: 0.0906 hartree
Largest force on an atom: 7.3 eV/Å
Electronic energy: -1633.10508 hartree

These are the natural (NBO) partial charges, in e, on atoms 1 to 6: 1.60, -0.23, -1.01, 0.11, 0.12, 0.11



The following is a DFT calculation (ωB97M-V with the def2-TZVPD basis set) of the molecule C17H26N2O4.

The geometry in ORCA input format:
```
! wB97M-V def2-TZVPD RIJCOSX def2/J DEFGRID3
* xyz 0 1
C -2.452 -2.925 -0.326
C -1.254 -2.090 0.100
C 0.022 -2.923 0.174
O 1.101 -2.187 0.742
C 1.735 -1.317 -0.071
O 1.465 -1.132 -1.233
N 2.760 -0.735 0.597
C 3.569 0.319 0.027
C 5.017 0.166 0.502
C 6.010 0.950 -0.346
C 2.989 1.700 0.379
O 1.760 1.902 -0.297
C 0.632 1.511 0.356
O 0.601 1.194 1.518
N -0.401 1.585 -0.516
C -1.745 1.252 -0.304
C -2.278 1.199 0.977
C -3.608 0.865 1.183
C -4.176 0.815 2.569
C -4.407 0.597 0.079
C -3.878 0.653 -1.197
C -2.548 0.974 -1.418
C -1.983 0.994 -2.808
H -3.336 -2.295 -0.387
H -2.278 -3.373 -1.302
H -2.641 -3.722 0.390
H -1.097 -1.284 -0.616
H -1.438 -1.639 1.077
H -0.109 -3.782 0.836
H 0.307 -3.267 -0.827
H 2.754 -0.838 1.601
H 3.507 0.190 -1.060
H 5.087 0.484 1.545
H 5.271 -0.895 0.457
H 7.024 0.752 -0.009
H 5.834 2.020 -0.275
H 5.932 0.657 -1.390
H 3.652 2.496 0.037
H 2.828 1.778 1.460
H -0.126 1.759 -1.472
H -1.637 1.406 1.818
H -4.850 -0.032 2.678
H -4.745 1.723 2.773
H -3.383 0.736 3.308
H -5.446 0.337 0.219
H -4.512 0.432 -2.045
H -2.735 0.666 -3.522
H -1.124 0.327 -2.888
H -1.668 1.999 -3.091
*
```

Output
SMILES string: CCCOC(=O)N[C@H](CC)COC(=O)Nc1cc(C)ccc1C
Relative energy (zero: lowest compared OMol25 entry of this formula, charge and spin): 0.0 kcal per mole
Lowest unoccupied orbital energy: 0.0322 hartree
Largest force on an atom: 0.7 eV/Å
Electronic energy: -1073.94112 hartree

These are the natural (NBO) partial charges, in e, on atoms 1 to 6: -0.61, -0.43, -0.06, -0.52, 0.90, -0.67



The following is a DFT calculation (ωB97M-V with the def2-TZVPD basis set) of the molecule C17H26O6.

The geometry in ORCA input format:
```
! wB97M-V def2-TZVPD RIJCOSX def2/J DEFGRID3
* xyz 0 1
C -3.085 4.093 0.637
C -2.174 3.048 -0.076
C -2.741 1.627 -0.015
O -3.918 1.370 0.677
C -2.837 0.697 1.241
C -2.646 -0.818 1.093
C -1.161 -1.146 0.669
C -0.213 -0.865 1.855
O 1.047 -1.513 1.772
C 1.468 -1.846 0.413
C 2.905 -2.314 0.488
C 3.566 -2.208 -0.861
C 3.583 -1.127 -1.805
C 4.343 -1.537 -2.868
O 4.758 -2.828 -2.651
C 4.250 -3.221 -1.452
C 0.485 -2.879 -0.252
O 0.701 -2.775 -1.663
C -1.003 -2.606 0.140
O -1.848 -2.904 -0.982
C -0.714 3.077 0.434
C -0.005 4.435 0.042
O 0.029 2.000 -0.199
H -4.127 3.967 0.290
H -3.097 4.002 1.691
H -2.812 5.112 0.381
H -2.191 3.307 -1.148
H -2.667 1.099 -0.971
H -2.450 1.116 2.169
H -3.320 -1.250 0.352
H -2.850 -1.279 2.044
H -0.878 -0.504 -0.165
H -0.733 -1.172 2.745
H 0.004 0.233 1.924
H 1.417 -0.909 -0.211
H 3.378 -1.705 1.284
H 2.988 -3.343 0.863
H 3.120 -0.136 -1.695
H 4.580 -0.974 -3.788
H 4.371 -4.183 -1.043
H 0.774 -3.854 0.121
H 1.652 -2.824 -1.858
H -1.285 -3.281 0.950
H -1.454 -2.680 -1.861
H -0.691 3.015 1.531
H -0.479 5.274 0.531
H 1.012 4.386 0.383
H -0.015 4.638 -1.026
H 0.967 2.185 -0.132
*
```

Output
SMILES string: C[C@H]([C@@H]1O[C@H]1C[C@H]1CO[C@@H](Cc2ccoc2)[C@H](O)[C@@H]1O)[C@H](C)O
Relative energy (zero: lowest compared OMol25 entry of this formula, charge and spin): 59.7 kcal per mole
Lowest unoccupied orbital energy: 0.0207 hartree
Largest force on an atom: 2.6 eV/Å
Electronic energy: -1114.71243 hartree

These are the natural (NBO) partial charges, in e, on atoms 1 to 6: -0.60, -0.27, 0.08, -0.49, 0.08, -0.44



The following is a DFT calculation (ωB97M-V with the def2-TZVPD basis set) of a cluster of 8 separate species, C17H27Cl21NO2 in total.

The geometry in ORCA input format:
```
! wB97M-V def2-TZVPD RIJCOSX def2/J DEFGRID3
* xyz -1 1
C 1.464 3.951 1.164
C 0.383 3.725 0.074
C 1.048 3.937 -1.324
C 1.681 2.585 -1.717
C 2.438 2.602 -3.046
C 3.399 1.404 -3.259
C 3.091 0.148 -2.422
N 1.758 -0.361 -2.633
C 1.520 -1.511 -1.795
C 0.470 -1.260 -0.685
C -0.836 -0.903 -1.316
O -1.612 -1.704 -1.682
O -1.123 0.429 -1.506
H 1.390 4.960 1.580
H 1.325 3.249 1.988
H 2.456 3.764 0.752
H 0.087 2.672 0.067
H -0.503 4.349 0.210
H 1.823 4.708 -1.241
H 0.273 4.215 -2.044
H 0.852 1.892 -1.843
H 2.265 2.199 -0.876
H 2.945 3.562 -3.211
H 1.685 2.546 -3.842
H 3.445 1.102 -4.309
H 4.397 1.753 -2.953
H 3.807 -0.637 -2.781
H 3.356 0.363 -1.355
H 2.473 -1.769 -1.287
H 1.208 -2.331 -2.464
H 0.340 -2.112 -0.006
H 0.790 -0.433 -0.039
H -0.854 0.647 -2.415
C -3.596 -3.364 -2.402
Cl -3.520 -4.451 -1.015
Cl -3.637 -4.283 -3.913
Cl -5.004 -2.302 -2.284
H -2.703 -2.747 -2.398
C 1.889 -5.516 -2.971
Cl 1.183 -5.517 -1.353
Cl 3.132 -4.282 -3.111
Cl 2.539 -7.118 -3.366
H 1.104 -5.288 -3.681
C -8.661 -1.569 -2.939
Cl -7.727 -0.131 -2.528
Cl -9.823 -1.947 -1.663
Cl -9.485 -1.359 -4.487
H -7.975 -2.402 -3.031
C -0.027 2.459 5.067
Cl -0.353 1.796 3.463
Cl 1.560 1.965 5.670
Cl -0.145 4.225 5.038
H -0.779 2.079 5.748
C 3.361 5.243 5.416
Cl 2.912 6.643 6.399
Cl 3.618 5.715 3.739
Cl 4.801 4.460 6.073
H 2.545 4.532 5.447
C -3.934 -4.865 2.782
Cl -2.839 -3.506 2.971
Cl -3.138 -6.124 1.838
Cl -4.496 -5.491 4.338
H -4.795 -4.515 2.226
C 1.455 -2.057 4.283
Cl 0.267 -1.844 5.580
Cl 0.901 -3.230 3.098
Cl 1.754 -0.536 3.453
H 2.377 -2.413 4.723
*
```

Output
Lowest unoccupied orbital energy: 0.0658 hartree
Largest force on an atom: 2.7 eV/Å
Electronic energy: -10533.16534 hartree

These are the natural (NBO) partial charges, in e, on atoms 1 to 6: -0.62, -0.40, -0.39, -0.42, -0.39, -0.39